Entry 1:
Density functional theory data (ωB97M-V/def2-TZVPD) for a molecular structure, C36H37NP2SeSr.

XYZ file:
```
78
Properties=species:S:1:pos:R:3:lowdin_charge:R:1
Sr -1.296 -1.408 0.948 1.36
C 0.217 -3.869 0.316 -0.17
C 0.922 -3.081 -0.539 -0.13
C 0.774 -3.055 -2.013 -0.19
C -0.703 -2.974 -2.475 -0.20
C -1.605 -2.189 -1.569 -0.30
C -2.424 -2.784 -0.664 -0.43
C -2.303 -4.131 -0.021 -0.24
C -0.909 -4.794 -0.064 -0.19
C -0.480 3.330 0.609 -0.18
H 0.657 -4.142 1.293 0.12
H 1.852 -2.639 -0.195 0.10
H 1.247 -3.932 -2.489 0.12
H 1.315 -2.187 -2.419 0.09
H -0.709 -2.482 -3.465 0.11
H -1.079 -3.998 -2.660 0.11
H -1.843 -1.193 -1.973 0.07
H -3.343 -2.259 -0.348 0.05
H -3.016 -4.767 -0.559 0.11
H -2.647 -4.112 1.036 0.10
H -0.916 -5.599 0.696 0.11
H -0.728 -5.291 -1.030 0.11
H -0.436 2.946 1.637 0.02
H -0.815 4.378 0.584 0.07
H 0.517 3.241 0.157 0.05
P 2.078 0.743 0.647 0.96
P -1.541 2.296 -0.409 0.96
C 0.795 0.486 -0.661 -0.38
C -0.477 0.967 -1.002 -0.38
C 3.633 0.862 -0.256 -0.41
C 4.000 0.031 -1.318 -0.09
C 5.253 0.185 -1.921 -0.09
C 6.137 1.172 -1.470 -0.09
C 5.771 2.012 -0.412 -0.09
C 4.520 1.861 0.183 -0.11
C 2.465 -0.793 1.677 -0.35
C 1.445 -1.626 2.182 -0.24
C 1.468 -2.264 3.425 -0.09
C 2.690 -2.305 4.096 -0.09
C 3.821 -1.815 3.442 -0.09
C 3.728 -1.091 2.239 -0.08
C -2.243 3.373 -1.703 -0.29
C -1.342 4.079 -2.525 -0.08
C -1.808 4.965 -3.503 -0.07
C -3.189 5.134 -3.686 -0.08
C -4.097 4.427 -2.885 -0.08
C -3.632 3.549 -1.898 -0.07
C -2.883 1.590 0.596 -0.31
C -3.176 2.135 1.867 -0.07
C -3.752 1.350 2.859 -0.06
C -4.083 0.015 2.611 -0.08
C -3.984 -0.487 1.302 -0.17
C -3.479 0.338 0.267 -0.15
H 1.216 -0.149 -1.466 0.03
H -0.928 0.550 -1.927 0.05
H 3.335 -0.737 -1.687 0.08
H 5.542 -0.444 -2.760 0.10
H 7.114 1.297 -1.942 0.10
H 6.452 2.788 -0.059 0.10
H 4.212 2.507 1.000 0.07
H 0.724 -2.071 1.479 -0.04
H 0.561 -2.710 3.845 0.11
H 2.775 -2.753 5.077 0.10
H 4.812 -1.923 3.893 0.10
H 4.617 -0.687 1.735 0.11
H -0.269 3.948 -2.374 0.11
H -1.085 5.525 -4.105 0.11
H -3.543 5.850 -4.441 0.11
H -5.172 4.589 -3.035 0.11
H -4.367 3.032 -1.280 0.10
H -2.928 3.178 2.088 0.12
H -3.970 1.785 3.840 0.12
H -4.408 -0.654 3.427 0.12
H -4.348 -1.516 1.112 0.11
H -3.494 -0.031 -0.767 0.12
Se 2.254 2.322 3.460 0.46
C 0.753 1.386 3.284 -1.03
N -0.221 0.719 3.071 0.00
```

As for the energy relative to the best compared isomer or geometry (same formula, charge and spin): 27.57 kcal/mol. The lowest unoccupied orbital energy (spin up / spin down) comes out at -0.0189 / -0.0183 Eh. The HOMO energy (spin up / spin down) comes out at -5.5 / -4.6 eV. Its HOMO-LUMO gap (spin up / spin down) is 5.0 / 4.1 eV. The value obtained for the calculated total energy is -4563.3489 Eh.

=====

Entry 2:
Density functional theory data (ωB97M-V/def2-TZVPD) for a molecular structure, C36H38BaCl2N7O4P2.

XYZ file:
```
90
Properties=species:S:1:pos:R:3:lowdin_charge:R:1
Ba 0.374 0.876 2.451 1.81
Cl 4.575 5.644 -1.475 0.62
C 3.221 4.971 -0.608 -0.69
C 3.398 3.802 0.105 -0.05
C 2.367 3.178 0.825 -0.23
N 2.583 1.997 1.562 -0.08
C 3.701 1.282 1.428 -0.51
O 4.657 1.427 0.648 -0.02
C 3.857 0.107 2.394 -0.20
C 5.126 -0.467 2.488 -0.01
C 5.336 -1.507 3.370 -0.07
C 4.275 -1.962 4.142 -0.07
C 3.046 -1.356 3.974 -0.15
N 2.837 -0.354 3.118 -0.01
C 1.089 3.827 0.836 -0.24
C 0.949 5.011 0.101 -0.07
C 1.979 5.577 -0.623 -0.69
Cl 1.676 7.037 -1.525 0.62
N -0.028 3.249 1.472 -0.11
C -1.079 3.988 1.832 -0.54
O -1.245 5.216 1.790 -0.01
C -2.278 3.214 2.354 -0.20
C -3.502 3.883 2.350 -0.01
C -4.630 3.235 2.812 -0.07
C -4.513 1.938 3.292 -0.07
C -3.262 1.349 3.270 -0.15
N -2.172 1.955 2.807 -0.01
H 4.366 3.332 0.091 0.09
H 5.911 -0.071 1.861 0.11
H 6.316 -1.959 3.462 0.10
H 4.393 -2.771 4.851 0.10
H 2.178 -1.682 4.538 0.10
H -0.008 5.508 0.108 0.09
H -3.524 4.900 1.991 0.11
H -5.592 3.734 2.807 0.10
H -5.367 1.394 3.671 0.10
H -3.114 0.338 3.638 0.11
C -3.376 0.703 -0.302 -0.28
P -1.580 0.403 -0.519 0.99
C -1.642 -1.178 -1.494 -0.40
N -2.797 -1.522 -2.006 0.13
C -2.851 -2.598 -2.828 -0.21
C -4.087 -2.992 -3.394 -0.02
C -4.127 -4.033 -4.274 -0.09
C -2.943 -4.726 -4.629 -0.09
C -1.742 -4.369 -4.088 -0.02
C -1.680 -3.298 -3.164 -0.21
N -0.500 -2.980 -2.577 0.13
C -0.467 -1.987 -1.727 -0.39
P 1.108 -1.724 -0.762 1.03
C 2.315 -1.835 -2.146 -0.27
C 1.311 -3.405 0.052 -0.73
C 2.567 -3.259 0.911 -0.11
C 1.485 -4.605 -0.876 -0.10
C 0.091 -3.614 0.952 -0.09
C -1.139 1.581 -1.941 -0.70
C -1.646 2.973 -1.557 -0.09
C -1.744 1.177 -3.285 -0.10
C 0.385 1.618 -2.060 -0.09
H -3.916 0.739 -1.247 0.03
H -3.506 1.636 0.246 0.02
H -3.781 -0.108 0.304 0.04
H -4.976 -2.440 -3.117 0.11
H -5.070 -4.334 -4.713 0.10
H -2.997 -5.548 -5.332 0.10
H -0.825 -4.888 -4.333 0.11
H 2.083 -2.667 -2.810 0.03
H 3.313 -1.953 -1.722 0.04
H 2.311 -0.906 -2.712 0.03
H 3.461 -3.130 0.297 0.08
H 2.703 -4.160 1.516 0.09
H 2.491 -2.405 1.581 0.05
H 2.362 -4.496 -1.515 0.07
H 0.613 -4.764 -1.509 0.06
H 1.634 -5.498 -0.259 0.08
H -0.054 -2.780 1.642 0.05
H 0.229 -4.521 1.547 0.09
H -0.822 -3.739 0.364 0.08
H -2.736 3.028 -1.594 0.08
H -1.245 3.704 -2.264 0.09
H -1.310 3.258 -0.561 0.05
H -2.823 1.026 -3.220 0.07
H -1.297 0.260 -3.675 0.07
H -1.555 1.974 -4.011 0.09
H 0.854 1.948 -1.132 0.07
H 0.681 2.313 -2.851 0.10
H 0.782 0.636 -2.315 0.04
O -0.144 0.064 4.885 -0.35
N -0.650 -1.053 4.618 -0.28
O -0.649 -1.365 3.398 -0.38
```

As for the charge: -1. As for the energy relative to the best compared isomer or geometry (same formula, charge and spin): 10.01 kcal/mol. The lowest unoccupied orbital energy comes out at 0.0478 Eh. The HOMO energy comes out at -4.5 eV. Its HOMO-LUMO gap is 5.8 eV. The value obtained for the calculated total energy is -3707.6759 Eh.

=====

Entry 3:
Density functional theory data (ωB97M-V/def2-TZVPD) for 6 unconnected molecules or ions with the total composition C36H38FN6O10.

XYZ file:
```
91
Properties=species:S:1:pos:R:3:lowdin_charge:R:1
C -0.832 1.104 1.624 0.02
N 0.385 0.665 2.369 -0.15
C 0.164 -0.417 3.362 -0.10
C 1.305 -0.217 4.446 -0.13
C 2.754 -0.132 3.820 -0.09
C 2.836 0.428 2.356 -0.26
F 3.117 1.805 2.411 -0.03
C 1.530 0.244 1.512 -0.05
H -1.450 1.723 2.319 0.11
H -0.533 1.804 0.809 0.12
H -1.455 0.272 1.241 0.10
H 0.724 1.479 2.904 0.14
H -0.795 -0.332 3.916 0.15
H 0.308 -1.435 2.937 0.15
H 1.030 0.734 4.975 0.13
H 1.238 -1.006 5.230 0.12
H 3.194 -1.153 3.867 0.12
H 3.349 0.529 4.493 0.13
H 3.653 -0.077 1.791 0.16
H 1.592 0.838 0.574 0.15
H 1.481 -0.837 1.246 0.15
C -3.398 -1.230 -4.323 -0.04
C -3.561 -2.383 -3.562 -0.05
C -3.647 -2.297 -2.179 0.00
C -3.572 -1.049 -1.572 -0.15
C -3.401 0.108 -2.323 0.00
C -3.313 0.013 -3.703 -0.05
N -3.685 -0.947 -0.120 -0.36
O -3.810 -1.971 0.517 0.08
O -3.648 0.167 0.376 0.04
H -3.336 -1.299 -5.401 0.09
H -3.625 -3.348 -4.049 0.10
H -3.775 -3.199 -1.595 0.12
H -3.337 1.079 -1.850 0.12
H -3.183 0.906 -4.297 0.09
C 7.892 -1.869 7.258 -0.06
C 7.398 -0.718 7.861 -0.06
C 6.029 -0.540 8.004 0.00
C 5.166 -1.526 7.542 -0.15
C 5.649 -2.677 6.932 -0.01
C 7.019 -2.845 6.791 -0.06
N 3.724 -1.354 7.713 -0.36
O 3.333 -0.330 8.232 0.08
O 2.995 -2.248 7.327 0.06
H 8.961 -2.007 7.153 0.11
H 8.081 0.040 8.222 0.11
H 5.653 0.358 8.474 0.12
H 4.977 -3.443 6.569 0.12
H 7.408 -3.739 6.320 0.11
C 2.011 5.214 3.597 -0.06
C 1.513 6.363 4.199 -0.05
C 0.142 6.548 4.320 0.02
C -0.719 5.572 3.837 -0.14
C -0.232 4.425 3.228 -0.01
C 1.139 4.248 3.108 -0.07
N -2.164 5.746 3.982 -0.36
O -2.560 6.765 4.500 0.10
O -2.882 4.853 3.576 0.08
H 3.081 5.069 3.509 0.11
H 2.195 7.114 4.577 0.12
H -0.238 7.445 4.790 0.13
H -0.905 3.669 2.848 0.08
H 1.531 3.355 2.637 0.07
C 2.970 0.339 -6.023 -0.06
C 2.937 0.552 -4.650 -0.07
C 1.807 1.096 -4.058 -0.01
C 0.714 1.420 -4.852 -0.15
C 0.740 1.218 -6.226 0.01
C 1.876 0.676 -6.811 -0.05
N -0.489 1.971 -4.232 -0.35
O -0.479 2.153 -3.029 0.06
O -1.434 2.211 -4.953 0.07
H 3.853 -0.091 -6.482 0.11
H 3.793 0.290 -4.041 0.11
H 1.789 1.258 -2.989 0.11
H -0.109 1.474 -6.846 0.12
H 1.907 0.512 -7.880 0.11
C -7.359 -5.162 -8.039 -0.06
C -6.491 -5.593 -7.042 -0.06
C -5.304 -4.912 -6.813 0.00
C -5.000 -3.799 -7.587 -0.14
C -5.857 -3.365 -8.590 0.00
C -7.041 -4.053 -8.814 -0.06
N -3.762 -3.064 -7.333 -0.35
O -3.022 -3.477 -6.459 0.05
O -3.540 -2.078 -8.003 0.08
H -8.288 -5.693 -8.212 0.11
H -6.742 -6.458 -6.442 0.11
H -4.634 -5.254 -6.035 0.12
H -5.618 -2.501 -9.196 0.12
H -7.718 -3.723 -9.591 0.11
```

As for the charge: +1. The lowest unoccupied orbital energy comes out at -0.0935 Eh. The HOMO energy comes out at -11.6 eV. Its HOMO-LUMO gap is 9.1 eV. The value obtained for the calculated total energy is -2574.7190 Eh.

=====

Values of max |F|, in order: 3.20 0.74 2.92, all in eV Å⁻¹.